Entry from OMol25: 7 unconnected molecules or ions with the total composition C18H30F6O24S5 (the ωB97M-V functional and the def2-TZVPD basis).

```
! RIJCOSX wB97M-V def2-TZVPD def2/J DEFGRID3
* xyz 1 2
S -2.27936 -0.11228 -1.23339
S 6.07374 1.60735 -1.36999
S -3.63294 2.79921 4.50777
S 2.91274 -1.40801 1.75261
S -0.19946 -6.70367 -0.07090
F -4.00254 -0.66066 2.12006
F -4.43149 -2.22456 3.42507
F 0.79226 3.75903 -1.76887
F -1.29954 3.88472 -1.53923
F -3.94323 -2.73276 1.42443
F -0.16083 5.41525 -2.59763
O -2.67697 -1.49579 -1.44351
O 2.62270 -0.01226 1.96837
O -3.43611 1.85515 3.11271
O 2.13548 -2.04444 0.45238
O -1.52754 -3.04376 2.85413
O 6.87179 0.57356 -0.84263
O -3.54593 4.25603 3.73052
O 5.79941 1.69442 -3.03684
O 4.44925 -1.80244 1.21456
O -1.26512 -6.57820 1.17275
O -1.95953 0.24663 0.32357
O -5.03034 2.48568 4.90645
O -1.86116 -1.06310 3.72415
O -1.75393 3.77804 -4.25020
O -0.03153 -8.12660 -0.52186
O -1.09246 -5.78932 -1.10583
O 0.18514 2.55623 -3.98567
O 1.02711 -5.89536 0.22269
O 2.71726 -2.20060 2.94655
O -2.49381 2.49109 5.37956
O -0.61620 -0.05678 -1.53319
O 6.32049 2.92149 -0.82065
O 4.44319 1.39905 -1.21492
O -3.04596 0.99606 -1.79972
C 0.02901 1.72693 -5.17908
C -0.31621 4.13309 -2.34597
C -4.04541 4.08185 2.44856
C -3.62730 2.67072 1.98749
C 0.59355 2.44815 -6.36870
C 3.79761 2.28766 -2.06647
C 0.13981 0.58673 -0.51338
C 4.36154 -2.09675 -0.15545
C 4.69939 2.53142 -3.27640
C -2.37243 -5.67343 0.77763
C -0.20070 0.40724 4.68495
C -0.53273 -1.04201 4.26118
C 3.00646 -2.68219 -0.43791
C -3.65639 -1.90819 2.40945
C -1.81827 -4.85045 -0.38306
C -0.65463 0.11380 0.72722
C -0.73094 3.47696 -3.62352
C -2.22602 -2.04465 2.97378
H -4.33852 2.15985 1.33843
H -0.71232 1.04142 3.96096
H 4.34055 2.35821 -4.29096
H -0.54572 -1.70208 5.12849
H -0.52044 0.64778 5.69886
H 0.88104 0.54119 4.68585
H -3.30529 -6.18380 0.53805
H -2.57341 -5.05991 1.65586
H -0.45113 0.71264 1.61496
H -2.59221 -4.36028 -0.97369
H 2.63774 -2.72059 -1.46294
H -2.64145 2.57467 1.53255
H -3.79294 4.86897 1.73807
H 0.65019 1.75009 -7.20393
H 5.05219 -2.89953 -0.41358
H -0.09317 3.20475 -6.74826
H 0.13771 -1.29602 3.44014
H 2.93564 1.72243 -2.42090
H -1.13358 -4.12534 0.05686
H 1.18215 0.26811 -0.52401
H 5.01783 3.57386 -3.28112
H 0.28852 1.65544 -0.66787
H 3.51872 3.21200 -1.56059
H 4.66960 -1.29531 -0.82694
H 3.08632 -3.72020 -0.11505
H 0.60157 0.87918 -4.80278
H 1.57384 2.87367 -6.15404
H -5.13515 4.09632 2.46758
H -0.90475 1.19772 -5.36920
H -0.34472 -0.91024 0.93552
*
```

Computed properties:
Frontier orbital gap (alpha / beta)   8.365 / 2.080 eV
Energy above the lowest of the compared OMol25 structures with the same formula, charge and spin   0.0 kcal/mol



Entry from OMol25: a molecular structure, C5H4HgO2 (the ωB97M-V functional and the def2-TZVPD basis).

```
! RIJCOSX wB97M-V def2-TZVPD def2/J DEFGRID3
* xyz 2 3
Hg -1.21442 0.69854 0.59442
O -1.91088 4.28018 3.26800
O -1.46734 2.41584 1.97001
C 0.60450 -0.40579 -1.20641
C 0.22036 -1.51625 -1.83593
C 1.29185 0.10207 -0.18568
C 0.34206 -2.84200 -1.87107
C -1.65888 3.35496 2.63131
H 1.14659 -0.30236 0.82390
H -0.20520 -3.47008 -1.15902
H 0.91511 -3.29003 -2.69238
H 1.93626 0.97493 -0.33714
*
```

Computed properties:
Frontier orbital gap (alpha / beta)   7.480 / 7.528 eV



Entry from OMol25: 2 unconnected molecules or ions with the total composition CHBrClO4S (the ωB97M-V functional and the def2-TZVPD basis).

```
! RIJCOSX wB97M-V def2-TZVPD def2/J DEFGRID3
* xyz -1 1
Br 3.50154 -0.25832 -0.11208
Cl -0.55233 -1.18758 1.83114
S 1.33534 -0.06118 0.88472
O -1.13018 -1.95000 -0.99388
O 0.63376 -3.25886 -0.31253
O 0.48591 0.59203 -0.40543
O 1.59327 0.95124 1.80176
C -0.18478 -2.49773 -0.61366
H 0.84502 0.40170 -1.30199
*
```

Computed properties:
Frontier orbital gap   7.726 eV
Energy above the lowest of the compared OMol25 structures with the same formula, charge and spin   10.9 kcal/mol



Entry from OMol25: a molecular structure, C31H36F5N7OPPt (the ωB97M-V functional and the def2-TZVPD basis).

```
! RIJCOSX wB97M-V def2-TZVPD def2/J DEFGRID3
* xyz -1 3
Pt 1.39210 -0.16729 -0.06778
P -2.02010 -0.05143 -0.64683
F 1.85663 0.09209 6.19428
F 0.56189 -1.97990 4.99757
F 3.12186 1.94824 4.66042
F 0.50871 -2.20065 2.35639
F 3.09307 1.75694 1.99774
O 1.67459 -2.49912 -0.17049
N 0.99843 -6.15652 -2.89592
N 3.83765 -0.04867 -0.66392
N 1.36147 -3.24339 -1.13946
N -0.50433 0.14822 -0.84885
N 2.65459 -5.65961 1.07326
N 4.31093 2.27859 -0.55628
N 1.94886 2.22530 -0.63283
C 6.08310 0.73068 -0.36063
C 2.18538 -5.14403 0.15656
C 1.90123 4.99196 -0.33561
C 1.24713 -5.40489 -2.05861
C -4.41208 0.89270 -2.10426
C 4.33603 -1.29311 -0.67942
C -2.24665 -1.01056 1.95732
C -2.14806 1.34897 -3.07426
C -1.67586 -2.81898 -0.48487
C 3.09333 4.30500 -0.37285
C -2.63829 0.23568 1.15490
C -1.84246 1.41517 1.73013
C 3.07964 2.90805 -0.51394
C -4.14071 0.46270 1.32761
C 6.56951 -0.55554 -0.36397
C 4.70473 0.95020 -0.51713
C 1.18120 -1.15575 2.86044
C 0.71510 4.27582 -0.45444
C -2.95447 1.21367 -1.77308
C 5.67241 -1.60196 -0.53399
C 1.59291 -4.52643 -0.99085
C 1.18963 -1.06712 4.24279
C -2.61178 -1.80484 -1.16466
C 2.43086 0.79865 2.69836
C 1.78581 -0.22377 2.02184
C 2.47493 0.92522 4.07505
C 1.84078 -0.01591 4.85987
C -2.33678 -1.89398 -2.67355
C 0.80278 2.90761 -0.60552
C -2.93344 2.58153 -1.07265
C -4.07161 -2.16585 -0.89279
H -3.06867 -1.33864 -3.26036
H -2.33249 -0.80125 3.02801
H 7.62897 -0.74062 -0.24154
H -1.85275 1.37499 2.82386
H 3.61064 -2.08163 -0.80662
H -2.38553 -2.93886 -2.99108
H -2.39969 2.29008 -3.57484
H -4.29263 -2.21268 0.17386
H -3.13110 3.36976 -1.80592
H -1.33439 -1.52055 -2.89114
H 4.03561 4.83317 -0.28604
H -2.25525 2.37886 1.43109
H 5.99960 -2.63143 -0.54696
H -0.69473 -2.37448 -0.32555
H -1.53968 -3.69201 -1.12744
H -4.46985 1.43139 0.95510
H -2.06068 -3.17234 0.47027
H -4.76619 -1.46463 -1.35532
H -4.72934 -0.31483 0.83668
H -2.36036 0.54018 -3.77056
H -4.26814 -3.15784 -1.31248
H 5.07472 2.91675 -0.43260
H 6.75050 1.57581 -0.24137
H -4.51107 0.00683 -2.73046
H -0.80195 1.35912 1.40518
H -1.07994 1.34127 -2.85546
H -4.37602 0.43038 2.39653
H 1.89482 6.06829 -0.22033
H -0.24761 4.76738 -0.43327
H -4.83447 1.73431 -2.66474
H -0.07057 2.27739 -0.72572
H -2.90074 -1.85249 1.73588
H -1.96938 2.78535 -0.61801
H -5.01613 0.75367 -1.20577
H -1.21587 -1.29588 1.75549
H -3.70032 2.65157 -0.30346
*
```

Computed properties:
Frontier orbital gap (alpha / beta)   6.408 / 6.975 eV
Energy above the lowest of the compared OMol25 structures with the same formula, charge and spin   1.9 kcal/mol